Density functional theory data (ωB97M-V with the def2-TZVPD basis set) for 2 unconnected molecules or ions with the total composition C25H54INO3SSi in a non-equilibrium geometry.

Structure (XYZ):
```
86
C25H54INO3SSi ωB97M-V with the def2-TZVPD basis set
C 7.881 0.570 1.333
C 7.142 -0.068 -0.023
C 5.590 0.553 -0.011
C 5.592 1.888 -0.997
C 5.637 3.315 -0.183
C 4.125 3.981 0.057
C 3.410 4.445 -1.376
C 2.228 3.383 -1.779
C 0.994 4.047 -2.666
C -0.039 2.961 -3.313
C -0.890 2.062 -2.186
S 0.221 0.530 -1.909
I -1.134 3.086 -0.290
O -2.070 1.599 -2.886
C -3.248 1.340 -2.082
C -3.109 0.086 -0.997
C -2.782 -1.304 -1.867
C -1.701 -2.293 -1.131
C -0.527 -2.880 -2.167
C 0.987 -2.856 -1.470
C 2.194 -2.589 -2.585
N 3.491 -3.266 -2.107
O -4.422 -0.158 -0.332
C -4.219 -0.891 0.942
Si -4.564 0.258 2.492
C -6.459 0.352 2.925
C -3.827 2.005 1.980
C -3.517 -0.280 4.053
H 7.270 1.474 1.782
H 7.927 -0.289 2.135
H 8.936 0.986 1.014
H 7.131 -1.246 -0.015
H 7.725 0.298 -0.982
H 4.860 -0.303 -0.403
H 5.295 0.879 1.075
H 6.450 1.864 -1.809
H 4.576 1.848 -1.594
H 6.281 4.094 -0.800
H 6.114 3.178 0.883
H 4.297 4.885 0.788
H 3.496 3.168 0.638
H 4.265 4.317 -2.198
H 3.055 5.564 -1.309
H 2.697 2.535 -2.471
H 1.880 2.856 -0.795
H 1.541 4.567 -3.592
H 0.463 4.957 -2.104
H 0.434 2.242 -4.122
H -0.877 3.577 -3.899
H 0.879 0.708 -0.652
H -4.083 0.949 -2.846
H -3.761 2.303 -1.598
H -2.242 0.227 -0.225
H -2.370 -1.067 -2.946
H -3.792 -1.913 -2.036
H -2.202 -3.271 -0.666
H -1.223 -1.700 -0.243
H -0.478 -2.185 -3.135
H -0.744 -3.986 -2.482
H 1.234 -3.842 -0.891
H 1.093 -1.959 -0.690
H 1.932 -3.045 -3.630
H 2.462 -1.438 -2.699
H 3.399 -4.308 -2.137
H 3.720 -2.966 -1.133
H -4.963 -1.814 1.052
H -3.129 -1.308 1.063
H -7.008 -0.644 2.579
H -6.950 1.280 2.371
H -6.578 0.455 4.098
H -2.656 1.876 2.094
H -4.189 2.846 2.714
H -4.150 2.169 0.864
H -3.852 0.455 4.920
H -3.668 -1.404 4.347
H -2.399 -0.011 3.813
C -5.177 -5.133 2.393
C -4.691 -4.190 3.460
O -5.058 -3.016 3.490
C -3.739 -4.738 4.489
H -5.857 -4.601 1.720
H -4.329 -5.505 1.811
H -5.718 -5.965 2.850
H -2.827 -5.091 4.001
H -4.216 -5.552 5.041
H -3.473 -3.944 5.196
```

Calculated values
* orbital gap: 0.3270 hartree
* total energy: -61236.854 eV
* net charge: 0
* SMILES: CCCCCCCCCC[C@@](S)(I)OC[C@H](CCCCCN)OC[Si](C)(C)C.CC(C)=O